(1)
{
  "formula": "Cl5F2K4Li2",
  "method": "ωB97M-V with the def2-TZVPD basis set",
  "elements": ["Li", "Li", "K", "K", "K", "K", "Cl", "Cl", "Cl", "Cl", "Cl", "F", "F"],
  "positions_angstrom": [[-2.5285, 2.4080, -2.7240], [0.3934, 0.0552, -2.0880], [3.5239, 0.5909, 1.9326], [-0.6766, 3.0762, 1.1690], [0.6977, -3.6072, 1.7550], [-3.0642, -1.1209, -0.7586], [0.3952, -0.0419, 0.4673], [0.2960, -1.7096, -3.7005], [-2.3130, -4.1725, 0.4430], [-1.2362, -2.6064, 4.3678], [2.7489, 2.7043, -2.2003], [2.4550, 2.6553, 3.6966], [-0.6917, 1.7687, -2.3600]],
  "total_charge": -1,
  "largest_force_ha_per_bohr": 0.0491,
  "homo_energy_ev": -4.635,
  "energy_ha": -4915.874068,
  "homo_lumo_gap_ha": 0.1293
}

=====

(2)
{
  "formula": "Cl5HSSi2",
  "method": "ωB97M-V with the def2-TZVPD basis set",
  "elements": ["Si", "Si", "S", "Cl", "Cl", "Cl", "Cl", "Cl", "H"],
  "positions_angstrom": [[-1.6210, 1.2375, -0.2187], [-3.5905, 0.0657, 0.2574], [-0.4032, 0.0175, -1.4413], [-0.6862, 1.7324, 1.5850], [-2.2568, 2.9520, -1.1983], [-4.6739, -0.2933, -1.3502], [-4.7405, -0.1116, 1.8403], [-2.2715, -2.5085, 0.4728], [-0.8874, -1.2394, -1.5144]],
  "largest_force_ha_per_bohr": 0.0613,
  "homo_energy_ev": -9.824,
  "energy_ha": -3278.948486,
  "homo_lumo_gap_ha": 0.3119,
  "e_above_lowest_kcal_mol": 50.90
}

=====

(3)
{
  "formula": "Cl5HSSi2",
  "method": "ωB97M-V with the def2-TZVPD basis set",
  "elements": ["Si", "Si", "S", "Cl", "Cl", "Cl", "Cl", "Cl", "H"],
  "positions_angstrom": [[0.1765, -2.3943, 0.7849], [-0.3332, 1.5832, -1.0496], [-1.1792, -0.7746, 1.4595], [1.9323, -1.2701, 0.6947], [0.4082, -3.9187, 2.1873], [1.2479, 2.1303, 0.2152], [-1.4124, 3.2040, -1.2867], [0.2034, 1.1350, -2.9212], [-1.0435, 0.3052, -0.0840]],
  "largest_force_ha_per_bohr": 0.0559,
  "homo_energy_ev": [-8.810, -9.847],
  "s2": 2.011,
  "energy_ha": -3278.892602,
  "homo_lumo_gap_ha": [0.3409, 0.2467],
  "e_above_lowest_kcal_mol": 0.00,
  "spin_multiplicity": 3
}

=====

(4)
{
  "formula": "Cl6Hg2N5O15",
  "method": "ωB97M-V with the def2-TZVPD basis set",
  "elements": ["Hg", "Hg", "N", "O", "O", "O", "N", "O", "O", "O", "N", "O", "O", "O", "N", "O", "O", "O", "N", "O", "O", "O", "Cl", "Cl", "Cl", "Cl", "Cl", "Cl"],
  "positions_angstrom": [[0.6767, -0.3770, -2.1952], [-1.7556, 2.5605, 2.1754], [4.4412, -3.5577, -1.0945], [3.6651, -3.1449, -0.1991], [4.1440, -3.7411, -2.2805], [5.5607, -3.8381, -0.8152], [-2.1322, -6.7945, 2.1129], [0.3081, 1.7499, 5.6917], [-1.0517, -6.5941, 2.8352], [-2.2643, -6.1311, 1.1102], [0.3687, 4.9318, -0.8496], [-0.6935, 4.0619, -0.9777], [0.3916, 5.6147, 0.1089], [1.2275, 4.9673, -1.7266], [-4.1289, 2.3229, 0.6887], [-4.5461, 2.2713, 1.7944], [-2.6867, 2.0519, 0.4163], [-4.8446, 2.4802, -0.2843], [0.4453, -2.8581, -3.9498], [0.5044, -2.1289, -4.9641], [0.5774, -4.0277, -3.9178], [0.1767, -2.4369, -2.6341], [4.7103, -2.6512, 4.2694], [3.6246, 8.8884, -0.5962], [1.3467, -0.8533, 0.5457], [-8.9328, 2.0395, 4.5673], [0.9054, 1.6144, -3.0934], [-0.0378, 3.5796, 3.2619]],
  "total_charge": -7,
  "largest_force_ha_per_bohr": 0.1165,
  "homo_energy_ev": 6.599,
  "energy_ha": -4468.858182,
  "homo_lumo_gap_ha": 0.0660
}

=====

(5)
{
  "formula": "Cl7Hg2N3O9",
  "method": "ωB97M-V with the def2-TZVPD basis set",
  "elements": ["Hg", "Hg", "N", "O", "O", "O", "N", "O", "O", "O", "N", "O", "O", "O", "Cl", "Cl", "Cl", "Cl", "Cl", "Cl", "Cl"],
  "positions_angstrom": [[-1.6427, -1.8475, -0.5649], [0.4356, 2.8223, 0.5328], [1.7148, -0.1197, 2.2107], [1.1712, -0.7469, 3.1721], [1.1219, 0.8845, 1.7187], [2.9615, 0.0740, 2.4510], [-2.6239, 0.0103, 3.0082], [-3.4346, 0.7828, 3.5814], [-1.6888, -0.5961, 3.5487], [-2.9272, 0.0890, 1.9238], [2.0387, -1.5386, -4.1367], [1.0048, -1.3447, -4.6991], [2.1855, -2.6445, -3.4594], [2.9765, -0.8962, -4.1432], [-4.5297, 2.5538, -0.8367], [2.3365, 3.1547, -2.0946], [4.0557, -0.3684, -0.7727], [-3.7470, -1.1616, -2.1019], [0.7925, -2.8359, -0.2590], [-1.6641, 3.1847, 1.9291], [-0.5373, 0.5440, -1.0085]],
  "total_charge": -6,
  "largest_force_ha_per_bohr": 0.2563,
  "homo_energy_ev": 8.285,
  "energy_ha": -4368.377638,
  "homo_lumo_gap_ha": 0.1515
}

=====

(6)
{
  "formula": "ClF",
  "method": "ωB97M-V with the def2-TZVPD basis set",
  "elements": ["F", "Cl"],
  "positions_angstrom": [[-0.7431, -0.0795, -0.8397], [0.3934, 0.0421, 0.4446]],
  "smiles": "FCl",
  "largest_force_ha_per_bohr": 0.0446,
  "homo_energy_ev": -12.162,
  "energy_ha": -559.969175,
  "homo_lumo_gap_ha": 0.3843,
  "e_above_lowest_kcal_mol": 2.66
}

=====

(7)
{
  "formula": "ClFH2N2",
  "method": "ωB97M-V with the def2-TZVPD basis set",
  "elements": ["H", "N", "N", "Cl", "F", "H"],
  "positions_angstrom": [[-1.0050, 1.1699, 1.5321], [-0.3287, 0.6943, 0.8675], [-0.6951, -0.0815, 0.0777], [-2.2782, -0.9696, 0.0193], [2.4866, -0.9663, 0.7776], [1.5923, -1.2123, 1.0343]],
  "smiles": "[H]/N=N\\Cl.F",
  "largest_force_ha_per_bohr": 0.0691,
  "homo_energy_ev": -10.186,
  "energy_ha": -670.680099,
  "homo_lumo_gap_ha": 0.3640,
  "e_above_lowest_kcal_mol": 4.44
}

=====

(8)
{
  "formula": "ClFHN2O",
  "method": "ωB97M-V with the def2-TZVPD basis set",
  "elements": ["N", "N", "O", "F", "Cl", "H"],
  "positions_angstrom": [[1.5631, -0.1082, 0.0640], [1.9707, 0.8558, 0.4902], [1.2105, -1.1472, -0.3612], [-2.3042, -0.7324, 0.4102], [-0.8097, 1.3706, -0.6495], [-1.6303, -0.2386, 0.0464]],
  "total_charge": -1,
  "largest_force_ha_per_bohr": 0.0620,
  "homo_energy_ev": -4.416,
  "energy_ha": -745.452911,
  "homo_lumo_gap_ha": 0.3221,
  "e_above_lowest_kcal_mol": 0.00
}

=====

(9)
{
  "formula": "ClFN2O3",
  "method": "ωB97M-V with the def2-TZVPD basis set",
  "elements": ["N", "N", "O", "O", "O", "F", "Cl"],
  "positions_angstrom": [[1.6056, -2.0103, 0.6743], [-0.5087, 1.6329, 0.0463], [-1.4915, 2.0898, -0.3188], [0.6243, 1.7936, -0.0058], [1.1308, -1.5378, -0.2288], [-0.8110, 0.3637, 0.8970], [-0.5496, -2.3318, -1.0641]],
  "largest_force_ha_per_bohr": 0.0566,
  "homo_energy_ev": [-10.324, -9.991],
  "energy_ha": -895.000249,
  "homo_lumo_gap_ha": [0.3317, 0.3092],
  "e_above_lowest_kcal_mol": 36.52
}

=====

(10)
{
  "formula": "ClH10O5",
  "method": "ωB97M-V with the def2-TZVPD basis set",
  "elements": ["Cl", "O", "H", "H", "O", "H", "H", "O", "H", "H", "O", "H", "H", "O", "H", "H"],
  "positions_angstrom": [[-0.0493, -0.0098, 0.3075], [-3.0316, 0.3292, -0.9499], [-3.0664, 1.2801, -0.8146], [-2.1361, 0.0758, -0.6342], [2.9237, 0.4460, -0.9166], [2.7667, 1.0982, -1.6056], [2.0553, 0.3633, -0.4640], [0.7787, -3.0514, -0.4621], [0.5471, -2.1320, -0.2030], [1.6993, -2.9906, -0.7348], [-1.0536, -1.1855, 3.2856], [-0.2168, -1.6444, 3.4018], [-0.9043, -0.6310, 2.4995], [0.1291, 2.9619, -1.0693], [-0.0217, 2.0489, -1.3568], [-0.4199, 3.0411, -0.2835]],
  "total_charge": -1,
  "largest_force_ha_per_bohr": 0.0091,
  "homo_energy_ev": -6.165,
  "energy_ha": -842.515899,
  "homo_lumo_gap_ha": 0.3630,
  "e_above_lowest_kcal_mol": 0.54
}